Entry 1:
Density functional theory data (ωB97M-V/def2-TZVPD) for a 2-piece molecular cluster, C4H8O overall at a distorted geometry.

The calculation puts the energy above the lowest of the compared OMol25 structures with the same formula, charge and spin at 2.869 eV. The calculation puts the HOMO-LUMO gap (spin up / spin down) at 4.35 / 1.59 eV. The value obtained for the LUMO energy (spin up / spin down) is -7.0594 / -9.8175 eV.

ORCA input file:
```
! wB97M-V def2-TZVPD RIJCOSX def2/J DEFGRID3
* xyz 1 2
C 4.707 3.320 1.585
C 4.555 1.976 1.416
H 3.981 4.146 1.656
H 5.648 3.734 1.979
H 3.607 1.489 1.627
H 5.254 1.378 0.823
O -4.506 -0.710 -0.555
C -3.877 -1.436 -1.280
C -4.051 -2.918 -1.297
H -3.196 -0.981 -2.027
H -3.267 -3.383 -0.697
H -5.026 -3.243 -0.958
H -3.829 -3.374 -2.274
*
```

These are the Mulliken partial charges, in e, on atoms 1 to 4: -0.130, -0.173, 0.335, 0.319


Entry 2:
Density functional theory data (ωB97M-V/def2-TZVPD) for a 3-piece molecular cluster, C4H8O2 overall.

The calculation puts the energy above the lowest of the compared OMol25 structures with the same formula, charge and spin at 1.103 eV. The calculation puts the HOMO-LUMO gap (spin up / spin down) at 5.96 / 8.01 eV. The value obtained for the LUMO energy (spin up / spin down) is 4.2287 / 4.1326 eV.

ORCA input file:
```
! wB97M-V def2-TZVPD RIJCOSX def2/J DEFGRID3
* xyz -1 2
C 0.443 1.473 -1.411
C -0.138 0.782 -0.342
O -0.917 -0.207 -0.446
C 0.328 1.178 1.036
C 0.239 0.361 2.076
H 0.023 1.272 -2.388
H 0.863 2.456 -1.225
H 1.798 0.067 -1.474
H 0.831 2.144 1.053
H -0.235 -0.590 1.843
H 0.474 0.639 3.094
H -0.887 -3.473 -0.530
H -0.447 -2.015 -0.601
O -0.100 -2.923 -0.498
*
```

These are the Mulliken partial charges, in e, on atoms 1 to 4: -1.080, 0.440, -0.826, -0.216


Entry 3:
Density functional theory data (ωB97M-V/def2-TZVPD) for a 2-piece molecular cluster, C4H8O2 overall at a distorted geometry.

The calculation puts the energy above the lowest of the compared OMol25 structures with the same formula, charge and spin at 1.048 eV. The calculation puts the HOMO-LUMO gap (spin up / spin down) at 4.32 / 7.66 eV. The value obtained for the LUMO energy (spin up / spin down) is 4.0753 / 4.0634 eV.

ORCA input file:
```
! wB97M-V def2-TZVPD RIJCOSX def2/J DEFGRID3
* xyz -1 2
O -1.597 -0.453 0.309
C -2.879 -0.630 0.328
H -3.261 -1.648 0.209
H -3.563 0.231 0.354
O -0.672 0.199 -1.846
C -0.017 -0.146 -0.867
C 1.058 0.857 -0.320
C 1.934 0.131 0.700
H 0.383 -1.170 -0.669
H 0.514 1.681 0.151
H 1.623 1.327 -1.140
H 1.318 -0.421 1.416
H 2.697 0.715 1.212
H 2.462 -0.674 0.162
*
```

These are the Mulliken partial charges, in e, on atoms 1 to 4: -0.584, -0.684, 0.225, 0.230


Entry 4:
Density functional theory data (ωB97M-V/def2-TZVPD) for one molecule with the formula C4H8O2.

The calculation puts the energy above the lowest of the compared OMol25 structures with the same formula, charge and spin at 1.181 eV. The calculation puts the HOMO-LUMO gap at 10.44 eV. The value obtained for the LUMO energy is 0.7351 eV. As for the SMILES: C[C@H](C=O)CO.

ORCA input file:
```
! wB97M-V def2-TZVPD RIJCOSX def2/J DEFGRID3
* xyz 0 1
C -1.177 -1.096 0.280
C -0.266 0.126 0.290
C 1.182 -0.156 -0.112
O 1.982 0.857 0.469
C -0.836 1.241 -0.566
O -1.996 1.311 -0.897
H -2.194 -0.797 0.541
H -0.835 -1.848 0.998
H -1.220 -1.555 -0.713
H -0.204 0.529 1.312
H 1.479 -1.155 0.242
H 1.284 -0.154 -1.210
H 2.905 0.684 0.251
H -0.103 2.012 -0.887
*
```

These are the Mulliken partial charges, in e, on atoms 1 to 4: -1.423, 0.512, -0.656, -0.512


Entry 5:
Density functional theory data (ωB97M-V/def2-TZVPD) for C4H8O2 as an isolated structure at a distorted geometry.

The calculation puts the energy above the lowest of the compared OMol25 structures with the same formula, charge and spin at 3.973 eV. The calculation puts the HOMO-LUMO gap at 9.56 eV. The value obtained for the LUMO energy is 0.6448 eV.

ORCA input file:
```
! wB97M-V def2-TZVPD RIJCOSX def2/J DEFGRID3
* xyz 0 1
O 1.803 0.466 -0.542
C 0.746 1.291 -0.741
C -0.439 0.684 -0.085
C -0.756 -0.764 -0.399
C -0.295 -1.232 0.970
O 0.389 -0.019 1.354
H 1.334 0.054 0.665
H 0.879 2.344 -0.417
H 0.285 1.369 -1.768
H -1.276 1.367 0.116
H -1.803 -0.970 -0.620
H -0.102 -1.124 -1.196
H 0.339 -2.124 0.966
H -1.112 -1.361 1.678
*
```

These are the Mulliken partial charges, in e, on atoms 1 to 4: -0.753, -0.415, -0.045, -0.532


Entry 6:
Density functional theory data (ωB97M-V/def2-TZVPD) for a 2-piece molecular cluster, C4H8O2 overall.

The calculation puts the energy above the lowest of the compared OMol25 structures with the same formula, charge and spin at 2.732 eV. The calculation puts the HOMO-LUMO gap at 10.83 eV. The value obtained for the LUMO energy is 1.0440 eV. As for the SMILES: C[C@@H]1CO1.C=O.

ORCA input file:
```
! wB97M-V def2-TZVPD RIJCOSX def2/J DEFGRID3
* xyz 0 1
C 1.916 0.129 -0.835
C 0.506 0.318 -0.350
C 0.215 0.669 1.039
O 0.037 -0.664 0.576
C -2.383 -0.826 0.128
O -2.539 -0.405 -0.993
H 2.339 1.082 -1.170
H 2.534 -0.266 -0.023
H 1.950 -0.577 -1.671
H -0.246 0.591 -1.096
H 1.025 0.791 1.756
H -2.372 -0.155 1.009
H -0.703 1.212 1.271
H -2.279 -1.902 0.358
*
```

These are the Mulliken partial charges, in e, on atoms 1 to 4: -1.271, 0.449, -0.487, -0.426


Entry 7:
Density functional theory data (ωB97M-V/def2-TZVPD) for one molecule with the formula C4H8O2.

The calculation puts the energy above the lowest of the compared OMol25 structures with the same formula, charge and spin at 1.595 eV. The calculation puts the HOMO-LUMO gap at 10.60 eV. The value obtained for the LUMO energy is 0.8996 eV. As for the SMILES: COCCC=O.

ORCA input file:
```
! wB97M-V def2-TZVPD RIJCOSX def2/J DEFGRID3
* xyz 0 1
C 2.072 0.503 -0.621
O 0.716 0.145 -0.718
C 0.213 -0.391 0.482
C -1.259 -0.716 0.283
C -2.156 0.467 -0.003
O -3.343 0.452 0.224
H 2.373 0.905 -1.591
H 2.707 -0.365 -0.382
H 2.234 1.271 0.152
H 0.362 0.321 1.312
H 0.758 -1.312 0.749
H -1.668 -1.240 1.152
H -1.345 -1.392 -0.578
H -1.664 1.351 -0.461
*
```

These are the Mulliken partial charges, in e, on atoms 1 to 4: -0.699, -0.295, -0.489, -0.518


Entry 8:
Density functional theory data (ωB97M-V/def2-TZVPD) for one molecule with the formula C4H8O2 at a distorted geometry.

The calculation puts the energy above the lowest of the compared OMol25 structures with the same formula, charge and spin at 4.935 eV. The calculation puts the HOMO-LUMO gap (spin up / spin down) at 8.17 / 8.30 eV. The value obtained for the LUMO energy (spin up / spin down) is 0.4921 / 0.6005 eV.

ORCA input file:
```
! wB97M-V def2-TZVPD RIJCOSX def2/J DEFGRID3
* xyz 0 1
C 2.210 0.345 1.050
O 0.927 0.478 0.990
C 0.181 0.979 0.041
C -0.916 -1.393 -0.882
O -1.763 -0.570 -0.123
C -1.280 0.753 0.153
H 2.590 -0.080 1.966
H 0.117 -1.352 -0.518
H 2.826 0.651 0.211
H 0.691 1.325 -0.855
H -1.273 -2.417 -0.752
H -0.916 -1.138 -1.954
H -1.609 0.947 1.180
H -1.785 1.474 -0.507
*
```

These are the Mulliken partial charges, in e, on atoms 1 to 4: -0.423, -0.197, -0.308, -0.553